{
  "formula": "C5H14PS",
  "method": "the ωB97M-V functional and the def2-TZVPD basis",
  "species": ["C", "C", "C", "C", "C", "P", "S", "H", "H", "H", "H", "H", "H", "H", "H", "H", "H", "H", "H", "H", "H"],
  "xyz": [[-0.572931, -1.480873, -2.247736], [-0.486217, -0.152095, 2.617848], [1.390815, 1.622352, 0.449430], [0.502492, -0.485347, -1.956693], [-0.216063, -0.765315, 1.247084], [0.037745, 0.503820, -0.044346], [-1.752142, 1.517338, -0.182429], [-0.593463, -2.281934, -1.513522], [-1.553773, -1.012631, -2.299123], [-0.371214, -1.928479, -3.222152], [0.358438, 0.431321, 2.968470], [-1.370961, 0.476757, 2.601137], [-0.658008, -0.950536, 3.336350], [1.085448, 2.192470, 1.326395], [1.629384, 2.308106, -0.361290], [2.272155, 1.028245, 0.684370], [0.549413, 0.348048, -2.650374], [1.482678, -0.910195, -1.768142], [-1.060094, -1.384658, 0.931539], [0.680006, -1.390868, 1.266132], [-1.353706, 2.314475, -1.182947]],
  "forces_ev_per_a": [[-0.17, -0.09, -0.02], [-0.02, -0.11, 0.03], [-0.39, -0.26, -0.10], [-0.53, 1.43, 2.61], [-0.10, 0.32, -0.25], [1.11, -1.35, -2.24], [-0.13, -0.10, 0.14], [-0.03, -0.09, 0.02], [-0.07, -0.01, -0.01], [-0.01, -0.04, -0.02], [0.09, 0.10, 0.07], [-0.09, 0.10, 0.06], [-0.01, -0.01, 0.03], [-0.01, -0.02, -0.01], [-0.05, 0.00, -0.05], [0.05, -0.07, 0.00], [0.06, 0.10, 0.03], [0.11, 0.04, 0.04], [0.11, 0.00, -0.10], [-0.01, 0.03, -0.13], [0.10, 0.04, -0.08]],
  "lowdin_charge": [-0.1613, -0.1346, -0.2181, -0.1960, -0.3895, 0.6658, 0.5762, 0.0748, 0.0716, 0.0932, 0.0739, 0.0651, 0.0897, 0.0591, 0.0600, 0.0665, 0.0727, 0.0756, 0.0922, 0.1022, -0.1391],
  "de_lowest_kj_mol": 0.0,
  "homo_lumo_gap_ev": 11.03,
  "mol_weight_g_mol": 137.208,
  "total_charge": 1,
  "fmax_ev_per_a": 3.02
}

{
  "formula": "C15H14N6O2PtS2",
  "method": "the ωB97M-V functional and the def2-TZVPD basis",
  "species": ["Pt", "C", "N", "C", "C", "N", "C", "S", "C", "C", "C", "C", "C", "N", "H", "H", "H", "H", "H", "H", "H", "H", "H", "S", "C", "N", "C", "N", "C", "C", "C", "O", "N", "C", "O", "H", "H", "H", "H", "H"],
  "xyz": [[-1.365621, -1.091797, -1.170765], [3.545465, -1.998184, -1.262930], [2.748487, -1.626540, -0.094101], [3.247828, -1.101801, 1.076351], [2.205318, -0.821667, 1.870319], [1.046063, -1.194902, 1.184276], [1.420840, -1.670672, -0.036882], [0.504133, -2.373782, -1.315629], [-0.254738, -1.086576, 1.735634], [-0.409983, -0.826855, 3.089279], [-1.680172, -0.818949, 3.634218], [-2.772896, -1.095614, 2.827761], [-2.548457, -1.322205, 1.491379], [-1.315083, -1.302042, 0.951498], [4.588916, -1.810833, -1.030728], [3.235684, -1.385297, -2.106827], [3.410409, -3.053075, -1.489757], [4.302637, -0.968740, 1.237871], [2.196962, -0.402822, 2.856776], [0.442854, -0.664215, 3.726969], [-1.808797, -0.617583, 4.689054], [-3.779404, -1.124901, 3.217814], [-3.362729, -1.519171, 0.808710], [-4.659897, -2.891423, -3.949169], [-3.389152, -2.484009, -3.079084], [-2.425956, -2.226476, -2.450990], [1.513387, 3.723518, -1.296071], [0.301182, 2.902308, -1.160334], [-0.930988, 3.457307, -1.231976], [-2.086135, 2.741339, -1.174749], [-1.919133, 1.352649, -1.053587], [-2.817159, 0.426996, -1.056212], [-0.684999, 0.819629, -0.943555], [0.488463, 1.528991, -1.003818], [1.587009, 1.025225, -0.916656], [1.247936, 4.763733, -1.134273], [1.936252, 3.597662, -2.290566], [2.242182, 3.408577, -0.555816], [-0.941970, 4.532978, -1.346345], [-3.058740, 3.199235, -1.247081]],
  "forces_ev_per_a": [[-1.45, -0.82, -0.10], [0.03, -0.01, -0.05], [-0.08, -0.02, -0.01], [0.00, 0.04, 0.05], [0.03, 0.02, 0.07], [-0.09, 0.29, -0.05], [0.05, -0.17, 0.00], [-0.11, -0.25, -0.11], [0.44, -0.25, 0.02], [-0.04, -0.14, -0.04], [0.00, 0.02, 0.02], [0.04, -0.06, -0.03], [-0.26, -0.03, -0.14], [0.09, 0.76, -0.80], [0.00, 0.00, -0.01], [0.01, 0.00, -0.02], [0.01, -0.01, 0.00], [0.01, 0.00, 0.00], [0.00, 0.07, -0.03], [0.01, -0.04, -0.01], [0.00, 0.01, 0.01], [-0.01, -0.02, -0.02], [-0.01, 0.06, -0.02], [1.38, 0.47, 0.93], [-3.27, -1.07, -2.10], [3.38, 1.67, 2.35], [0.06, 0.00, 0.03], [-0.04, -0.09, 0.04], [-0.06, 0.04, 0.00], [0.01, -0.03, 0.05], [-0.28, 0.14, 0.04], [0.08, -0.09, -0.09], [-0.24, -0.39, 0.13], [0.43, -0.04, -0.05], [-0.08, -0.05, -0.03], [-0.01, 0.00, -0.01], [0.01, -0.01, 0.01], [0.00, 0.01, 0.00], [-0.01, 0.00, -0.02], [-0.01, -0.01, -0.01]],
  "lowdin_charge": [1.2874, 0.0153, -0.0953, 0.0206, 0.0156, 0.0382, -0.6290, 0.7603, -0.2030, 0.0481, 0.0210, 0.0089, -0.0685, -0.0112, 0.1101, 0.1050, 0.1046, 0.1521, 0.1311, 0.1211, 0.1400, 0.1366, 0.1292, 0.8808, -0.8401, -0.1365, 0.0307, -0.0207, 0.0116, 0.0531, -0.4617, -0.1108, 0.0211, -0.4665, 0.0923, 0.1033, 0.1138, 0.1015, 0.1528, 0.1370],
  "de_lowest_kj_mol": 0.0,
  "homo_lumo_gap_ev": [5.22, 5.23],
  "mol_weight_g_mol": 569.529,
  "total_charge": 2,
  "fmax_ev_per_a": 4.44
}

{
  "formula": "C2H3O3S",
  "method": "the ωB97M-V functional and the def2-TZVPD basis",
  "species": ["C", "C", "O", "O", "O", "S", "H", "H", "H"],
  "xyz": [[1.247605, -0.061446, -0.810961], [-0.601235, -0.001218, 0.489122], [1.396553, 2.135111, 0.886167], [0.206625, 2.853722, -1.050593], [0.658314, -0.478528, 0.451693], [0.602891, 1.685656, -0.230999], [2.401531, -0.159493, -0.654311], [-1.398823, -0.188871, -0.344818], [-0.989364, 0.155748, 1.506940]],
  "forces_ev_per_a": [[0.74, 0.10, -0.15], [-0.31, 2.01, -1.15], [0.75, 0.24, 1.38], [0.07, -1.44, -0.24], [-0.26, -1.71, -0.19], [-1.29, 0.71, -0.64], [-1.65, 0.43, 0.11], [1.79, -0.04, 1.32], [0.16, -0.31, -0.43]],
  "lowdin_charge": [-0.2769, -0.2484, -0.4453, -0.4739, -0.3933, 0.6544, 0.0157, 0.0967, 0.0710],
  "de_lowest_kj_mol": 516.4,
  "homo_lumo_gap_ev": 7.07,
  "mol_weight_g_mol": 107.110,
  "total_charge": -1,
  "fmax_ev_per_a": 2.34
}

{
  "formula": "C2H2ClP",
  "method": "the ωB97M-V functional and the def2-TZVPD basis",
  "species": ["C", "C", "P", "Cl", "H", "H"],
  "xyz": [[0.219644, 0.821240, -0.674416], [1.092137, 0.181189, 0.330766], [0.887912, 2.074262, 0.168988], [2.398142, -0.929467, -0.100018], [-0.219078, 0.541720, -1.532511], [0.569177, -0.640853, 1.442030]],
  "forces_ev_per_a": [[0.25, -4.07, 1.92], [-2.41, -1.14, 0.86], [2.20, 2.78, 3.22], [-0.04, 0.34, -0.35], [-1.03, -1.02, -2.96], [1.04, 3.10, -2.69]],
  "lowdin_spin": [0.6870, 0.1830, 0.8623, 0.0762, 0.0391, 0.1524],
  "spin_multiplicity": 3,
  "de_lowest_kj_mol": 269.2,
  "homo_lumo_gap_ev": [7.23, 6.82],
  "mol_weight_g_mol": 92.465,
  "fmax_ev_per_a": 4.79
}